The following is a quantum chemistry calculation of one molecule with the formula C3H5ClN2S, from OMol25.

Structure (ORCA input):
```
! RIJCOSX wB97M-V def2-TZVPD def2/J DEFGRID3
* xyz 0 1
N 2.6292 1.5544 -0.4165
N 2.7329 0.6125 0.5628
C 2.0944 -0.4155 0.6789
S 0.9552 -1.2297 -0.3961
C -0.5952 -0.2736 0.0077
C -1.9651 -0.5680 0.1236
Cl -3.2280 0.6346 0.0354
H 2.2633 0.9594 -1.1376
H 3.6874 1.9152 -0.7374
H 1.9084 -0.8959 1.6596
H -0.4998 0.7556 0.0700
H -2.5067 -1.4735 -0.0045
*
```

Output
Lowest unoccupied orbital energy, eV: 0.44
Molar mass, g mol⁻¹: 136.607
HOMO level, eV: -8.79
Structure (SMILES): N/N=C\S/C=C/Cl